A cluster of 2 separate species, C28H34N5 in total at a distorted geometry. Source: the Open Molecules 2025 dataset; level of theory: the ωB97M-V functional and the def2-TZVPD basis.

Positions of all 67 atoms, in Å:
C -2.820 -2.954 1.060
C -2.404 -1.647 1.588
N -3.316 -0.723 1.972
C -4.753 -0.902 1.869
C -2.684 0.396 2.520
C -1.288 0.144 2.524
C -0.476 1.032 3.224
C -1.036 2.224 3.720
C -2.416 2.479 3.634
C -3.272 1.530 3.055
C -1.097 -1.155 1.867
C 0.077 -1.866 1.620
C 1.384 -1.390 1.850
C 2.410 -2.051 2.579
C 2.391 -3.370 3.235
N 3.488 -1.226 2.658
C 4.725 -1.560 3.340
C 3.245 -0.037 1.966
C 1.937 -0.120 1.421
C 1.444 0.940 0.665
C 2.242 2.086 0.529
C 3.526 2.163 1.106
C 4.050 1.083 1.832
H -1.925 -3.544 0.851
H -3.441 -3.518 1.776
H -3.387 -2.841 0.125
H -5.242 -0.006 2.252
H -5.050 -1.056 0.824
H -5.085 -1.770 2.453
H 0.574 0.792 3.379
H -0.383 2.967 4.181
H -2.827 3.408 4.029
H -4.352 1.659 3.001
H -0.036 -2.917 1.338
H 1.420 -3.834 3.043
H 3.178 -4.023 2.829
H 2.529 -3.300 4.326
H 5.414 -0.723 3.225
H 4.551 -1.742 4.408
H 5.178 -2.462 2.909
H 0.479 0.835 0.167
H 1.854 2.934 -0.039
H 4.118 3.068 0.977
H 5.040 1.092 2.289
C 2.111 1.183 -4.234
C 1.801 1.052 -2.756
N 0.509 0.469 -2.451
C -0.389 0.501 -3.407
N -0.253 1.135 -4.611
C 0.962 1.853 -4.937
C -1.293 1.209 -5.617
C -2.652 0.913 -5.037
C -2.615 -0.319 -4.166
N -1.572 -0.157 -3.191
H 3.022 1.766 -4.385
H 2.279 0.189 -4.662
H 2.547 0.419 -2.256
H 1.872 2.053 -2.292
H 0.875 2.898 -4.597
H 1.091 1.854 -6.024
H -1.272 2.216 -6.056
H -1.066 0.496 -6.428
H -2.994 1.777 -4.458
H -3.356 0.760 -5.856
H -3.558 -0.445 -3.629
H -2.440 -1.209 -4.787
H -1.573 -0.708 -2.342

Cartesian forces (eV/Å) of the 2 atoms listed first:
C 0.083 -0.491 -0.378
C -0.763 1.071 0.705

Electronic energy: -37033.3214 eV
Kohn-Sham gap: 5.6 eV
Energy above the lowest of the compared OMol25 structures with the same formula, charge and spin: 0.0000 eV
LUMO energy: -4.03 eV
Charge: +1
HOMO energy: -0.3524 hartree
Molar mass: 440.62 g mol⁻¹



A cluster of 2 separate species, C3H4O in total. Source: the Open Molecules 2025 dataset; level of theory: the ωB97M-V functional and the def2-TZVPD basis.

Positions of all 8 atoms, in Å:
C -2.575 -0.230 0.011
C -1.423 -0.544 -0.008
H -3.591 0.036 -0.011
H -0.412 -0.818 -0.007
C 2.003 0.389 0.003
O 2.213 -0.777 0.151
H 1.381 0.784 -0.819
H 2.404 1.161 0.681

Cartesian forces (eV/Å) of the 2 atoms listed first:
C 0.311 -0.086 -0.097
C -0.462 0.152 0.057

Electronic energy: -5220.0863 eV
Kohn-Sham gap: 11.2 eV
Energy above the lowest of the compared OMol25 structures with the same formula, charge and spin: 2.0505 eV
LUMO energy: 0.70 eV
Charge: 0
HOMO energy: -0.3850 hartree
Molar mass: 56.06 g mol⁻¹



A structure of composition C29H32CoN4O4S2Te at a distorted geometry. Source: the Open Molecules 2025 dataset; level of theory: the ωB97M-V functional and the def2-TZVPD basis.

Positions of all 73 atoms, in Å:
Co 0.611 -0.191 1.311
N 2.295 1.176 4.781
C 1.040 1.147 5.338
C 0.177 0.816 4.338
N 0.863 0.640 3.182
C 2.153 0.831 3.467
C 3.110 0.568 2.459
N 2.719 -0.104 1.375
C 3.796 -0.181 0.560
C 4.866 0.427 1.146
N 4.432 0.896 2.361
H 3.154 1.266 5.293
H 0.873 1.385 6.367
H -0.885 0.681 4.377
H 3.739 -0.678 -0.386
H 5.877 0.561 0.821
H 4.988 1.404 3.027
C 1.346 5.169 0.979
C 0.518 4.380 1.967
S -0.232 2.803 1.298
O 0.891 2.146 0.597
C -1.273 3.571 -0.048
C -0.508 3.778 -1.339
H 1.925 5.944 1.481
H 0.717 5.655 0.239
H 2.032 4.495 0.471
H -0.309 4.960 2.372
H 1.137 4.034 2.796
H -1.696 4.485 0.361
H -2.070 2.846 -0.190
H -0.210 4.813 -1.483
H -1.107 3.479 -2.196
H 0.386 3.155 -1.310
O 0.496 -0.592 -0.727
S -0.379 0.396 -1.407
C -0.036 0.060 -3.176
C 0.103 1.113 -4.065
C 0.363 0.851 -5.401
C 0.487 -0.457 -5.841
C 0.365 -1.507 -4.943
C 0.110 -1.247 -3.608
C -1.994 -0.410 -1.541
C -2.171 -1.705 -1.093
C -3.424 -2.287 -1.170
C -4.489 -1.570 -1.691
C -4.305 -0.270 -2.134
C -3.054 0.315 -2.057
H 0.012 2.130 -3.711
H 0.478 1.669 -6.099
H 0.686 -0.647 -6.886
H 0.473 -2.527 -5.284
H 0.015 -2.051 -2.894
H -1.339 -2.249 -0.669
H -3.564 -3.298 -0.817
H -5.469 -2.017 -1.747
H -5.138 0.292 -2.531
H -2.900 1.330 -2.396
O -2.544 -0.240 2.573
C -2.421 0.455 1.582
O -1.375 0.690 0.922
H -3.338 0.973 1.176
Te -0.468 -2.239 2.378
C -0.214 -4.107 1.362
C 0.738 -4.324 0.371
C 0.887 -5.575 -0.200
C 0.077 -6.627 0.191
C -0.890 -6.418 1.161
C -1.031 -5.172 1.739
H 1.370 -3.504 0.057
H 1.643 -5.742 -0.955
H 0.192 -7.603 -0.257
H -1.528 -7.234 1.468
H -1.779 -5.012 2.503

Cartesian forces (eV/Å) of the 2 atoms listed first:
Co -0.969 -0.225 -0.513
N -0.022 -0.330 -0.691

2S+1: 4
Electronic energy: -111332.7443 eV
Kohn-Sham gap (spin up / spin down): 5.4 / 5.4 eV
Energy above the lowest of the compared OMol25 structures with the same formula, charge and spin: 1.2417 eV
LUMO energy (spin up / spin down): -0.15 / -0.15 eV
Charge: 0
Expectation value of S²: 3.763
HOMO energy (spin up / spin down): -0.2046 / -0.2053 hartree
Molar mass: 751.27 g mol⁻¹



A structure of composition C6H21N8NiO8 at a distorted geometry. Source: the Open Molecules 2025 dataset; level of theory: the ωB97M-V functional and the def2-TZVPD basis.

Positions of all 44 atoms, in Å:
Ni 0.352 0.258 -0.281
O -3.832 1.522 0.263
C -2.615 0.985 0.619
O -1.557 1.189 -0.052
O -2.633 0.157 1.532
H -4.395 1.108 0.921
C 3.657 -0.486 0.030
O 2.458 -0.274 -0.679
H 4.185 0.456 0.175
H 3.306 -0.793 1.015
H 4.203 -1.325 -0.404
H 2.714 -0.232 -1.603
C 0.015 -1.839 2.135
O 0.277 -0.751 1.607
N -1.131 -2.317 2.279
N 0.811 -2.584 2.831
H -1.878 -1.669 2.076
H -1.277 -3.013 2.996
H 1.750 -2.341 3.112
H 0.414 -3.513 2.831
C -1.316 -2.193 -1.327
O -0.533 -1.240 -1.253
N -2.425 -2.173 -0.638
N -1.113 -3.357 -1.988
H -2.456 -1.476 0.092
H -2.990 -2.994 -0.476
H -0.301 -3.631 -2.523
H -1.866 -4.031 -1.981
C 0.071 1.521 -3.263
O 0.623 1.151 -2.236
N -1.139 1.923 -3.352
N 0.723 1.485 -4.373
H -1.506 1.823 -4.288
H -1.745 2.121 -2.568
H 0.518 1.720 -5.334
H 1.559 0.946 -4.203
C 1.075 2.628 1.782
O 1.076 1.864 0.785
N 1.224 3.922 1.875
N 0.947 2.310 3.000
H 1.544 4.443 1.071
H 1.453 4.372 2.751
H 0.862 1.347 3.293
H 0.891 2.983 3.750

Cartesian forces (eV/Å) of the 2 atoms listed first:
Ni -0.907 0.436 0.608
O 1.234 0.528 -0.333

2S+1: 4
Electronic energy: -75906.7503 eV
Kohn-Sham gap (spin up / spin down): 2.2 / 9.2 eV
LUMO energy (spin up / spin down): 0.54 / 0.45 eV
Charge: 0
Expectation value of S²: 3.753
HOMO energy (spin up / spin down): -0.0592 / -0.3225 hartree
Molar mass: 391.97 g mol⁻¹



A structure of composition C17H48HfNO13S7 at a distorted geometry. Source: the Open Molecules 2025 dataset; level of theory: the ωB97M-V functional and the def2-TZVPD basis.

Positions of all 87 atoms, in Å:
Hf 1.948 1.361 0.067
N -0.655 0.084 -0.378
O 0.484 -0.445 -0.638
O -1.686 -0.291 -0.844
O -0.545 1.200 0.240
C 1.009 2.717 4.665
S 0.505 3.262 3.061
O 1.226 2.367 2.066
C -1.170 2.664 3.113
H 2.012 3.096 4.874
H 1.101 1.637 4.782
H 0.322 3.125 5.406
H -1.199 1.654 3.491
H -1.658 2.774 2.148
H -1.726 3.295 3.815
C 0.722 6.052 -0.059
S 0.089 4.482 -0.633
O 1.057 3.460 -0.079
C -1.411 4.457 0.321
H 0.278 6.846 -0.668
H 1.801 6.136 -0.128
H 0.338 6.220 0.946
H -1.925 3.540 0.046
H -1.953 5.355 0.025
H -1.207 4.527 1.389
C -2.134 -5.063 -4.368
S -1.052 -4.527 -3.068
O -0.135 -3.520 -3.681
C -2.310 -3.635 -2.136
H -1.565 -5.397 -5.234
H -2.879 -4.311 -4.612
H -2.660 -5.973 -4.054
H -1.801 -3.011 -1.404
H -2.915 -4.384 -1.628
H -2.853 -2.995 -2.827
C 1.298 -1.935 3.716
S 0.351 -0.705 2.878
O 1.222 -0.126 1.811
C -0.823 -1.836 2.124
H 0.826 -2.311 4.629
H 2.232 -1.516 4.100
H 1.528 -2.797 3.091
H -0.313 -2.306 1.278
H -1.638 -1.246 1.714
H -1.101 -2.580 2.861
C 4.182 0.086 -3.999
S 3.501 -0.659 -2.537
O 2.896 0.510 -1.762
C 2.104 -1.481 -3.256
H 4.170 -0.625 -4.822
H 5.188 0.429 -3.774
H 3.556 0.946 -4.243
H 2.331 -2.504 -3.540
H 1.689 -0.804 -4.001
H 1.312 -1.547 -2.506
C 5.147 -2.335 0.607
S 3.443 -2.052 1.052
O 3.090 -0.753 0.343
C 2.743 -3.355 0.085
H 5.223 -2.320 -0.478
H 5.485 -3.288 1.012
H 5.739 -1.521 1.019
H 3.063 -4.323 0.466
H 3.007 -3.266 -0.971
H 1.652 -3.300 0.090
C -0.259 3.173 -4.119
S 0.575 1.721 -3.505
O 0.903 1.983 -2.040
C -0.792 0.566 -3.591
H -1.249 3.244 -3.670
H -0.314 3.108 -5.203
H 0.330 4.024 -3.785
H -0.517 -0.328 -3.042
H -0.970 0.370 -4.649
H -1.679 1.043 -3.176
C -3.415 -0.746 5.264
O -3.183 -0.062 4.009
C -3.861 -0.570 2.963
O -4.244 -1.693 2.850
O -3.953 0.383 2.030
C -4.309 -0.107 0.755
H -4.453 -0.624 5.568
H -2.836 -0.286 6.063
H -3.121 -1.789 5.178
H -3.676 -0.930 0.427
H -4.163 0.640 -0.027
H -5.367 -0.357 0.700

Cartesian forces (eV/Å) of the 2 atoms listed first:
Hf -5.812 -2.765 -0.811
N 1.166 2.107 -1.051

Electronic energy: -123639.5539 eV
Kohn-Sham gap: 5.7 eV
LUMO energy: -9.25 eV
Charge: +3
HOMO energy: -0.5505 hartree
Molar mass: 877.52 g mol⁻¹



A cluster of 10 separate species, C47H53N7O9 in total at a distorted geometry. Source: the Open Molecules 2025 dataset; level of theory: the ωB97M-V functional and the def2-TZVPD basis.

Positions of all 116 atoms, in Å:
C -3.820 5.565 3.913
C -4.032 4.474 2.907
C -2.811 4.322 2.032
O -2.087 3.198 2.482
C -2.925 2.489 3.293
O -2.578 1.418 3.737
O -4.103 3.178 3.539
H -4.702 5.627 4.551
H -3.674 6.512 3.395
H -2.907 5.470 4.501
H -4.903 4.784 2.329
H -2.182 5.208 2.117
H -3.188 4.086 1.037
C 1.631 1.128 0.442
C 0.586 0.355 1.278
C -0.751 0.467 0.717
O -1.159 -0.889 0.747
C -0.189 -1.720 0.934
O -0.229 -2.956 0.931
O 0.925 -1.003 1.134
H 1.558 0.950 -0.631
H 2.627 0.758 0.688
H 1.598 2.180 0.726
H 0.606 0.528 2.354
H -0.672 1.075 -0.184
H -1.334 1.030 1.446
C 2.314 -3.720 -4.748
C 2.248 -3.112 -3.319
C 3.307 -1.991 -3.006
O 2.659 -0.767 -3.227
C 1.359 -1.018 -2.954
O 0.528 -0.177 -2.710
O 1.054 -2.294 -3.072
H 1.306 -4.058 -4.985
H 3.041 -4.523 -4.875
H 2.550 -2.827 -5.326
H 2.310 -3.963 -2.641
H 4.202 -1.984 -3.628
H 3.616 -1.999 -1.961
C 3.499 4.170 2.193
C 2.204 4.334 2.579
C 1.599 3.425 3.458
N 2.254 2.333 3.890
C 3.568 2.179 3.574
C 4.195 3.107 2.740
H 4.111 4.804 1.568
H 1.579 5.137 2.216
H 0.589 3.585 3.804
H 4.024 1.276 3.954
H 5.224 2.965 2.442
C -4.470 1.079 0.307
C -5.156 2.219 -0.038
C -6.192 2.661 0.790
N -6.636 1.950 1.866
C -5.969 0.784 2.156
C -4.933 0.266 1.341
H -3.686 0.742 -0.355
H -4.891 2.807 -0.904
H -6.743 3.553 0.531
H -6.324 0.210 2.999
H -4.540 -0.724 1.520
C 1.501 4.121 -1.837
C 1.320 5.169 -0.984
C 0.027 5.429 -0.589
N -1.045 4.707 -0.955
C -0.822 3.653 -1.755
C 0.469 3.347 -2.255
H 2.521 3.980 -2.162
H 2.175 5.742 -0.657
H -0.133 6.288 0.046
H -1.732 3.166 -2.074
H 0.677 2.532 -2.933
C 5.003 2.374 -1.356
C 4.503 2.310 -2.629
C 4.723 3.379 -3.492
N 5.297 4.537 -3.114
C 5.798 4.619 -1.791
C 5.706 3.511 -0.933
H 4.858 1.565 -0.656
H 4.139 1.344 -2.947
H 4.328 3.381 -4.498
H 6.244 5.568 -1.535
H 6.099 3.631 0.066
C 2.715 -6.411 0.485
C 4.068 -6.349 0.190
C 4.543 -5.142 -0.242
N 3.807 -4.028 -0.437
C 2.512 -4.090 -0.116
C 1.916 -5.265 0.372
H 2.269 -7.382 0.646
H 4.704 -7.206 0.357
H 5.602 -5.225 -0.437
H 1.931 -3.230 -0.415
H 0.837 -5.277 0.426
C -2.710 -2.287 -1.988
C -3.855 -3.029 -2.034
C -4.994 -2.467 -2.688
N -4.957 -1.264 -3.365
C -3.851 -0.617 -3.349
C -2.714 -1.012 -2.607
H -1.782 -2.680 -1.601
H -3.890 -4.013 -1.591
H -5.894 -3.063 -2.663
H -3.912 0.355 -3.815
H -1.773 -0.484 -2.559
C -2.136 -8.541 1.193
C -2.028 -8.509 2.615
C -1.774 -7.316 3.281
N -1.522 -6.142 2.632
C -1.693 -6.207 1.280
C -2.032 -7.328 0.538
H -2.375 -9.450 0.661
H -2.139 -9.451 3.131
H -1.878 -7.320 4.356
H -1.595 -5.289 0.720
H -2.139 -7.298 -0.536

Cartesian forces (eV/Å) of the 2 atoms listed first:
C -0.136 0.382 0.617
C 1.152 0.362 0.684

Electronic energy: -78454.3073 eV
Kohn-Sham gap: 9.6 eV
Energy above the lowest of the compared OMol25 structures with the same formula, charge and spin: 0.4269 eV
LUMO energy: 0.47 eV
Charge: 0
HOMO energy: -0.3362 hartree
Molar mass: 859.98 g mol⁻¹